Density functional theory data (the ωB97M-V functional and the def2-TZVPD basis) for a structure of composition C34H22Cl5MoN3O2Te.

Summary:
<S²> = 2.03
Orbital gap (alpha / beta) = 5.1 / 5.0 eV
Total charge = +2
Energy relative to the best compared isomer or geometry (same formula, charge and spin) = 30.27 kJ/mol
Multiplicity = 3
HOMO energy (alpha / beta) = -0.46244 / -0.46281 hartree
Molecular weight = 905.37 g/mol

Last column: Löwdin spin population.
Atoms and positions in Å:
Mo: 1.70489 -0.57350 -2.13184  1.8078
C: -6.88746 2.74339 1.79039  0.0000
O: -5.60244 2.12728 1.79221  0.0003
C: -4.52338 2.91757 1.70390  0.0005
C: -3.28656 2.25947 1.74595  -0.0002
C: -2.11532 2.97247 1.64385  0.0005
C: -2.15409 4.36258 1.51454  0.0004
C: -3.37570 5.02048 1.54891  0.0005
C: -4.56294 4.30725 1.60890  0.0002
N: -0.99539 5.19046 1.47824  0.0020
N: 0.01719 4.88936 0.83863  0.0034
C: 0.06783 3.79569 -0.07462  0.0129
C: -0.72165 3.73006 -1.19703  -0.0052
C: -0.51662 2.75088 -2.18799  0.0125
C: 0.48539 1.83099 -2.04541  0.0061
O: 0.77284 0.83880 -2.95789  0.0951
C: 1.26140 1.84970 -0.86964  0.0166
N: 2.18664 0.84306 -0.71881  0.0043
C: 3.04735 0.87772 0.28965  0.0201
C: 3.02498 1.90520 1.23103  -0.0022
C: 2.05487 2.87842 1.15098  0.0231
C: 1.12583 2.86288 0.09207  -0.0005
H: -7.60469 1.93097 1.84651  0.0000
H: -7.04692 3.30974 0.87035  0.0000
H: -7.00610 3.39607 2.65704  0.0000
H: -3.28649 1.18603 1.88395  -0.0001
H: -1.16651 2.45397 1.71497  0.0001
H: -3.38769 6.10188 1.51702  0.0000
H: -5.50219 4.84065 1.61125  0.0000
H: -1.51416 4.45320 -1.33393  -0.0005
H: -1.12996 2.74554 -3.07949  0.0007
H: 3.75795 0.06391 0.35740  0.0011
H: 3.76195 1.90945 2.02040  -0.0004
H: 2.00321 3.67559 1.88206  0.0011
Te: -0.55384 -1.31623 -0.63201  -0.0461
C: 0.61304 -1.44202 1.11426  0.0091
C: 1.80987 -2.15586 1.09912  0.0034
C: 2.59391 -2.19330 2.24317  0.0005
C: 2.18736 -1.51199 3.38404  0.0006
C: 0.99825 -0.79829 3.38790  0.0017
C: 0.20137 -0.75832 2.25020  -0.0003
C: -1.24147 -3.29505 -0.79360  -0.0039
C: -2.52977 -3.42075 -1.30213  -0.0042
C: -3.08914 -4.68781 -1.39645  0.0004
C: -2.36974 -5.79621 -0.97899  -0.0041
C: -1.09029 -5.65025 -0.45685  0.0002
C: -0.51213 -4.39427 -0.36098  -0.0024
H: 2.12143 -2.71075 0.21763  0.0006
H: 3.51464 -2.76181 2.24746  0.0000
H: 2.79526 -1.54891 4.27795  0.0000
H: 0.67880 -0.27990 4.28206  0.0002
H: -0.73340 -0.21149 2.26386  -0.0005
H: -3.09859 -2.55637 -1.62107  -0.0003
H: -4.08942 -4.80169 -1.79058  0.0001
H: -2.81040 -6.78118 -1.05012  -0.0002
H: -0.54026 -6.51724 -0.11672  0.0001
H: 0.47242 -4.28939 0.07398  0.0000
Cl: 4.04721 0.75347 -3.36789  0.0005
C: 4.36782 -0.94964 -3.22891  0.0221
C: 3.25553 -1.69009 -2.88086  -0.0200
C: 3.36387 -3.06588 -2.80161  0.0092
Cl: 1.91346 -3.93273 -2.43090  0.0162
C: 4.58696 -3.69399 -3.00561  -0.0038
Cl: 4.70435 -5.39269 -2.90295  -0.0033
C: 5.71920 -2.90590 -3.28544  0.0224
Cl: 7.22728 -3.65434 -3.50520  0.0100
C: 5.62325 -1.50467 -3.39152  -0.0049
Cl: 6.97711 -0.53166 -3.73476  -0.0037